No. 1
Below is C18H44GeIrO3PSe2 as an isolated structure in a non-equilibrium geometry, with properties calculated with ωB97M-V with the def2-TZVPD basis set.

Cartesian coordinates (Å):
Ir 0.31 0.12 -0.25
C 1.05 -1.12 2.83
Se -0.18 0.21 2.11
C -1.87 -0.80 2.13
C -1.83 -2.05 1.31
Se -1.24 -1.68 -0.56
C -0.24 -3.32 -0.88
H 1.02 -2.05 2.26
H 0.71 -1.28 3.85
H 2.04 -0.67 2.83
H -2.63 -0.09 1.81
H -2.04 -1.03 3.19
H -2.82 -2.49 1.21
H -1.15 -2.80 1.71
H -0.99 -4.11 -0.81
H 0.54 -3.46 -0.14
H 0.14 -3.27 -1.90
C -2.04 1.21 -3.84
C -2.23 2.41 -2.97
O -1.06 2.54 -1.98
P -0.67 2.08 -0.58
O -1.66 2.44 0.53
C -2.39 3.78 0.90
C -3.49 4.10 -0.05
O 0.83 2.42 -0.32
C 1.67 3.57 -0.98
C 1.25 4.87 -0.37
H -2.88 1.16 -4.54
H -2.05 0.29 -3.26
H -1.12 1.30 -4.42
H -3.13 2.38 -2.36
H -2.17 3.34 -3.52
H -1.60 4.52 0.94
H -2.73 3.54 1.90
H -3.13 4.39 -1.04
H -4.03 4.96 0.35
H -4.21 3.28 -0.13
H 1.48 3.50 -2.04
H 2.69 3.29 -0.74
H 0.22 5.14 -0.63
H 1.89 5.66 -0.79
H 1.39 4.88 0.71
C -0.12 -1.78 -4.53
C 1.00 -0.77 -4.31
C 1.47 -0.75 -2.87
C 2.55 0.28 -2.57
Ge 3.23 0.02 -0.78
C 3.43 -1.74 -0.10
C 4.87 -1.72 -0.78
C 5.68 -3.00 -0.38
C 5.06 -4.26 -0.95
H -0.49 -1.75 -5.56
H -0.97 -1.58 -3.88
H 0.22 -2.80 -4.35
H 0.70 0.23 -4.63
H 1.87 -1.03 -4.93
H 1.80 -1.75 -2.58
H 0.58 -0.52 -2.21
H 2.19 1.30 -2.69
H 3.43 0.21 -3.23
H 3.84 1.16 0.02
H 2.82 -2.53 -0.53
H 3.52 -1.83 0.98
H 5.46 -0.84 -0.46
H 4.79 -1.70 -1.87
H 5.76 -3.04 0.70
H 6.69 -2.84 -0.78
H 4.13 -4.52 -0.45
H 5.75 -5.09 -0.80
H 4.89 -4.18 -2.03

For the LUMO energy, the calculation gives -14.23 eV. The value obtained for the highest occupied orbital energy is -21.413 eV. The HOMO-LUMO gap is 7.19 eV. The total charge is +4.

Mulliken population analysis, charges in e, atoms 1 to 5: 1.118, -1.056, 0.223, -0.818, -0.748

No. 2
Below is a 2-piece molecular cluster, C6H14O overall in a non-equilibrium geometry, with properties calculated with ωB97M-V with the def2-TZVPD basis set.

Cartesian coordinates (Å):
C -1.06 -0.74 -1.37
C -0.77 0.56 -0.99
C -0.61 1.01 0.45
C 0.87 0.63 1.09
C 1.99 1.02 0.28
C 1.89 2.70 0.27
H -1.81 -1.29 -0.81
H -0.49 -1.17 -2.20
H -0.54 1.26 -1.85
H -1.53 0.88 1.08
H -0.57 2.15 0.56
H 0.95 -0.34 1.63
H 0.84 1.27 1.94
H 3.07 0.79 0.45
H 1.96 0.76 -0.76
H 2.84 3.12 -0.03
H 0.93 3.10 -0.41
H 1.59 3.12 1.34
O -3.00 -6.61 -0.09
H -3.49 -6.54 -0.91
H -3.05 -5.68 0.32

For the LUMO energy, the calculation gives 0.73 eV. Its structure (SMILES) is C=CCCCC.O. The value obtained for the highest occupied orbital energy is -8.808 eV. The HOMO-LUMO gap is 9.54 eV. The relative energy (zero: lowest compared OMol25 entry of this formula, charge and spin) is 91.7 kcal per mole.

Mulliken population analysis, charges in e, atoms 1 to 5: -0.656, -0.232, -0.698, -0.787, -0.335

No. 3
Below is a 8-piece molecular cluster, C22H48O14S5 overall in a non-equilibrium geometry, with properties calculated with ωB97M-V with the def2-TZVPD basis set.

Cartesian coordinates (Å):
C -1.02 -3.64 7.09
C -1.99 -2.69 6.27
C -1.46 -1.25 6.23
O -1.48 -0.82 4.89
C -1.69 -1.89 4.12
O -1.83 -1.85 2.89
O -1.95 -2.93 4.86
H -1.03 -4.69 6.80
H -1.15 -3.55 8.17
H 0.04 -3.44 6.94
H -3.02 -2.67 6.62
H -0.41 -1.28 6.53
H -1.98 -0.49 6.80
C -2.10 -1.07 -1.20
C -0.68 -0.62 -0.94
C -0.33 0.12 0.37
O 0.87 -0.51 0.79
C 1.18 -1.49 0.05
O 2.15 -2.24 0.16
O 0.18 -1.70 -0.88
H -2.62 -0.13 -1.35
H -2.54 -1.63 -0.37
H -2.13 -1.64 -2.12
H -0.41 0.11 -1.70
H -1.08 -0.13 1.12
H -0.29 1.20 0.28
C 2.65 5.79 -2.12
C 3.21 4.36 -2.43
C 3.31 3.38 -1.34
O 2.43 2.39 -1.68
C 1.87 2.57 -2.79
O 1.07 1.77 -3.31
O 2.27 3.73 -3.30
H 1.68 5.72 -1.64
H 2.41 6.24 -3.09
H 3.27 6.49 -1.56
H 4.16 4.27 -2.95
H 3.02 3.92 -0.43
H 4.34 3.05 -1.19
C -7.25 -1.10 -0.70
S -5.76 -0.30 -1.42
O -6.08 0.29 -2.76
C -5.71 1.18 -0.40
H -7.20 -1.50 0.31
H -7.71 -1.76 -1.44
H -7.87 -0.22 -0.52
H -5.68 0.82 0.63
H -6.64 1.75 -0.46
H -4.83 1.75 -0.70
C -1.64 -3.04 -7.08
S -2.36 -1.76 -5.97
O -2.32 -2.40 -4.57
C -0.98 -0.53 -6.02
H -1.10 -2.53 -7.88
H -2.43 -3.73 -7.40
H -0.85 -3.61 -6.60
H -0.09 -1.05 -5.67
H -1.12 0.29 -5.31
H -0.76 -0.09 -6.99
C 4.46 -0.19 2.22
S 5.96 -0.42 3.27
O 7.17 0.08 2.48
C 5.58 1.01 4.39
H 4.27 -1.09 1.63
H 4.53 0.63 1.51
H 3.68 0.11 2.92
H 6.40 1.20 5.08
H 4.62 0.86 4.88
H 5.51 1.87 3.72
C 0.67 -3.53 -3.96
S 2.30 -3.07 -4.68
O 1.99 -2.55 -6.06
C 2.55 -1.54 -3.62
H 0.27 -4.46 -4.37
H 0.00 -2.71 -4.19
H 0.76 -3.71 -2.88
H 2.87 -1.83 -2.62
H 1.56 -1.10 -3.51
H 3.36 -0.89 -3.94
C 0.50 3.04 2.12
S 0.50 1.59 3.29
O 1.86 1.56 4.03
C -0.65 2.34 4.55
H -0.32 3.01 1.41
H 1.45 3.24 1.63
H 0.42 3.94 2.73
H -0.51 1.86 5.53
H -1.64 2.05 4.19
H -0.69 3.42 4.63

For the LUMO energy, the calculation gives -0.08 eV. The value obtained for the highest occupied orbital energy is -8.204 eV. The HOMO-LUMO gap is 8.12 eV. The relative energy (zero: lowest compared OMol25 entry of this formula, charge and spin) is 68.8 kcal per mole.

Mulliken population analysis, charges in e, atoms 1 to 5: -1.369, 0.479, -0.645, -0.153, 0.587

No. 4
Below is an isolated molecule of C17H27NO2, with properties calculated with ωB97M-V with the def2-TZVPD basis set.

Cartesian coordinates (Å):
C 7.43 2.08 0.34
C 6.55 1.02 -0.30
O 5.32 1.01 0.39
C 4.35 0.14 0.00
C 4.47 -0.78 -1.05
C 3.40 -1.61 -1.34
C 2.22 -1.56 -0.62
C 2.10 -0.65 0.42
O 1.01 -0.51 1.23
C -0.18 -1.22 0.94
C -0.95 -0.61 -0.24
C -2.28 -1.33 -0.48
C -3.36 -1.02 0.56
N -4.46 -0.27 -0.03
C -4.11 1.11 -0.30
C -5.22 1.80 -1.08
C -6.52 1.75 -0.29
C -6.84 0.30 0.05
C -5.66 -0.33 0.79
C 3.17 0.19 0.72
H 6.94 3.05 0.27
H 7.58 1.85 1.39
H 8.39 2.13 -0.17
H 6.39 1.25 -1.36
H 7.03 0.03 -0.23
H 5.37 -0.84 -1.63
H 3.50 -2.32 -2.15
H 1.42 -2.23 -0.89
H 0.03 -2.28 0.75
H -0.77 -1.15 1.85
H -1.12 0.44 -0.03
H -0.33 -0.67 -1.14
H -2.09 -2.41 -0.50
H -2.67 -1.06 -1.46
H -2.93 -0.47 1.42
H -3.78 -1.95 0.95
H -3.19 1.12 -0.89
H -3.92 1.66 0.64
H -5.35 1.28 -2.03
H -4.93 2.83 -1.29
H -7.34 2.19 -0.87
H -6.41 2.33 0.63
H -7.01 -0.26 -0.88
H -7.74 0.23 0.66
H -5.89 -1.38 1.00
H -5.52 0.19 1.76
H 3.07 0.89 1.54

For the LUMO energy, the calculation gives 0.97 eV. Its structure (SMILES) is CCOc1cccc(OCCCCN2CCCCC2)c1. The value obtained for the highest occupied orbital energy is -8.310 eV. The HOMO-LUMO gap is 9.28 eV. The relative energy (zero: lowest compared OMol25 entry of this formula, charge and spin) is 31.7 kcal per mole.

Mulliken population analysis, charges in e, atoms 1 to 5: -1.416, -0.260, -0.338, 0.627, -0.441

> Which value of highest occupied orbital energy does entry 1 give?

-21.413 eV